(1)
7 unconnected molecules or ions with the total composition C6H28N2O6, computed with wB97M-V/def2-TZVPD.

Structure (XYZ):
```
42
Properties=species:S:1:pos:R:3:nbo_charge:R:1
O 1.98075 1.96274 3.83088 -0.959
O 2.66075 -3.67592 -1.12964 -0.943
O -3.76138 1.34053 -2.55213 -0.970
O 2.58149 -0.01304 1.96517 -0.987
O 1.16852 -2.36485 0.48649 -0.954
O -1.19535 -3.64529 2.73824 -0.942
N -2.16005 -0.09353 0.24994 -0.684
N 0.63751 2.16123 0.43519 -0.910
C -3.07889 0.41598 1.29029 -0.429
C 0.72210 0.49777 -1.54935 -0.278
C -0.13224 -0.12522 -2.60790 -0.617
C -0.76279 0.22245 0.53565 -0.241
C 1.68684 1.44451 -2.29031 -0.637
C -0.16307 1.23432 -0.60974 -0.037
H -0.95021 0.57709 -2.68313 0.224
H 1.96207 -4.29462 -0.65474 0.477
H 2.73517 1.46914 -1.92295 0.214
H 3.37903 -3.91526 -0.47132 0.473
H -2.85011 0.66825 2.22781 0.192
H -3.40985 0.93151 -3.32511 0.474
H 1.41867 2.61136 -0.03185 0.360
H 1.88717 1.15390 -3.31917 0.217
H 2.00802 -2.18210 0.05708 0.506
H -3.57672 1.34978 0.87284 0.172
H -0.12380 -0.64647 0.41520 0.230
H -1.04616 1.92574 -0.79733 0.213
H -0.86439 -3.03260 2.12979 0.475
H 2.70190 2.58295 3.78500 0.482
H 1.36334 2.45057 -2.51993 0.214
H 1.39532 2.07275 3.04999 0.491
H 0.48888 -2.57937 -0.10528 0.458
H 2.31050 0.53530 1.21176 0.472
H -1.58808 -3.22772 3.45751 0.468
H 0.23855 -0.56580 -3.50852 0.229
H -4.04153 -0.13179 1.26339 0.206
H -3.51610 0.89483 -1.69523 0.494
H -0.47802 -1.07616 -2.17304 0.197
H 1.41234 -0.09940 -0.80814 0.222
H -2.40970 -0.96084 -0.13728 0.372
H -0.83634 0.86868 1.40608 0.202
H -0.05217 2.89103 0.65481 0.359
H 2.25805 0.36757 2.82897 0.498
```

Summary:
E   -21937.694 eV
LUMO energy   0.0156 hartree
HOMO level   -8.49 eV

=====

(2)
A single C7H6F2O2 molecule, computed with wB97M-V/def2-TZVPD.

Structure (XYZ):
```
17
Properties=species:S:1:pos:R:3:nbo_charge:R:1
F -0.26201 -0.47332 -1.58087 -0.313
F -3.25893 -0.37213 0.26277 -0.334
O 1.81777 -2.45495 0.52297 -0.656
O -1.61489 -1.61331 0.68541 -0.518
C -1.01067 1.38274 -0.22479 -0.238
C 2.22509 -1.34424 -0.14317 0.095
C -2.03841 -0.80148 -0.01238 0.829
C 1.36574 0.96936 0.69544 -0.283
C 0.14771 1.74902 0.34189 -0.178
C -1.36010 0.08665 -1.04223 0.085
C 1.78849 -0.13847 0.14113 -0.039
H 1.07180 -2.05247 1.08440 0.489
H 2.89982 -1.67761 -0.89504 0.201
H -1.81727 2.14058 -0.18905 0.225
H 1.96651 1.61625 1.40037 0.218
H 0.29699 2.75560 0.77138 0.215
H -2.21763 0.22777 -1.81820 0.203
```

Summary:
E   -16882.764 eV
LUMO energy   0.0052 hartree
HOMO level   -8.84 eV

=====

(3)
7 unconnected molecules or ions with the total composition C36H66ClN12, computed with wB97M-V/def2-TZVPD.

Structure (XYZ):
```
115
Properties=species:S:1:pos:R:3:lowdin_charge:R:1
Cl -0.03957 -0.33581 -0.22670 -0.312
N 5.80679 -1.55676 -0.48354 -0.111
N -7.06221 0.70120 3.42423 -0.054
N 4.26076 -0.00386 -0.22433 -0.080
N -0.01830 4.68869 0.54039 -0.084
N 0.92753 -5.26427 -3.85322 -0.027
N 2.35432 -3.17933 4.03634 -0.066
N -2.01486 1.13119 -3.38838 -0.076
N -1.11692 6.60864 0.16026 -0.008
N -0.28627 2.45775 -3.34595 -0.065
N 1.35108 -4.44160 -1.76221 -0.100
N -4.94311 0.64401 2.70826 -0.032
N 0.13720 -2.94797 3.63672 -0.034
C -6.12472 -0.08148 2.89565 0.029
C 4.78091 -1.97524 -1.17300 0.001
C 0.34814 3.38226 1.12109 0.023
C 0.02379 6.55699 -0.69419 0.057
C 2.02076 -4.24737 -0.45122 0.023
C 1.36639 -5.56310 -2.54146 0.050
C 0.67011 5.37849 -0.39343 -0.053
C 3.65639 -3.48527 4.65539 0.032
C 6.91886 -3.02502 1.15150 -0.023
C 0.54272 -3.87925 -3.77084 0.043
C 7.01449 -2.22665 -0.21457 -0.144
C -3.16303 0.23681 -3.14909 0.013
C -2.58032 0.85516 2.29583 -0.114
C -1.31813 -3.07622 3.87210 -0.179
C -3.82673 0.10934 1.96543 -0.192
C -1.55149 1.23573 -4.69137 0.010
C 0.81560 -2.45339 2.53875 -0.051
C -1.04455 5.45442 0.87232 -0.012
C 0.89369 -6.15677 -5.00294 -0.154
C -2.21428 7.54487 0.12260 -0.186
C 2.15540 -2.55900 2.77390 -0.014
C 0.93864 3.19548 -3.02581 -0.156
C 1.11812 -3.38388 4.56227 0.065
C -0.49591 2.12650 -4.68052 0.017
C -5.23718 1.94827 3.12319 0.002
C -8.52618 0.37913 3.63536 0.067
C 0.55323 -5.46770 -6.34127 -0.042
C -1.20943 1.86885 -2.52603 0.000
C -1.86134 -2.32965 5.03766 -0.059
C 0.97330 4.63840 -3.63610 -0.044
C 5.61814 -0.28251 -0.00099 0.075
C 3.71747 -1.02990 -0.93927 -0.010
C 0.92411 -3.40460 -2.50096 -0.056
C -3.00812 7.63015 -1.15528 -0.047
C 3.65116 1.32723 0.02842 0.019
C -6.48879 1.95691 3.61007 0.002
H 2.65977 -0.99847 -1.15532 0.063
H -2.94525 -2.41562 4.96126 0.090
H -3.17719 -0.68758 -3.72651 0.106
H 4.79749 -2.97606 -1.57857 0.144
H 2.97223 -2.23526 2.14588 0.117
H 1.01106 3.05902 -1.94681 0.089
H -3.90244 8.24587 -1.05942 0.103
H -1.77954 5.03800 1.54521 0.166
H 6.63348 -2.42274 2.01400 0.069
H -4.45878 2.68657 2.99913 0.126
H 0.00704 3.40544 2.15608 0.109
H 1.43635 3.32082 1.11064 0.091
H 0.90224 -3.70534 5.57047 0.173
H -2.68868 1.91771 2.07820 0.060
H 1.94532 5.12757 -3.57295 0.091
H -1.54407 -4.14092 3.81316 0.145
H 0.80098 -2.39482 -2.13823 0.067
H 0.18921 2.37742 -5.47679 0.147
H -3.99442 0.03200 0.89118 0.136
H 0.27203 7.41459 -1.30188 0.152
H 1.90165 -6.44682 -2.22696 0.167
H -2.41965 0.82299 3.37344 0.089
H 0.90334 4.67394 -4.72327 0.088
H -3.31127 6.63390 -1.47729 0.081
H -9.14523 0.97936 2.96857 0.110
H 2.77744 1.25218 0.67580 0.070
H 2.20255 -3.17601 -0.36612 0.050
H 1.31868 -4.61686 0.29623 0.105
H -1.62311 -2.87545 5.95059 0.094
H -3.28776 0.01056 -2.09015 0.084
H 0.02025 2.47498 0.61370 0.030
H 0.04356 -3.36142 -4.57650 0.124
H -1.92935 0.63317 -5.50411 0.146
H -0.44343 -5.02944 -6.39330 0.084
H -6.29388 -1.11634 2.63712 0.170
H 1.75872 2.67070 -3.51589 0.128
H 7.89519 -1.58526 -0.24749 0.146
H -2.85441 7.40849 0.99423 0.138
H 7.13189 -2.83166 -1.11362 0.139
H -8.67976 -0.64569 3.29733 0.103
H 1.63060 4.98843 -0.69624 0.137
H 3.65848 -4.56563 4.80004 0.112
H 0.82341 -6.16553 -7.13383 0.101
H -1.25949 2.01967 -1.45779 0.102
H 6.33068 0.37446 0.47553 0.173
H -1.65370 -1.26102 4.98275 0.086
H -4.03589 0.80593 -3.46893 0.108
H 4.53460 -3.23993 4.05817 0.094
H 3.02838 -4.66304 -0.45532 0.102
H 1.17430 -4.57383 -6.39934 0.076
H -7.07041 2.83856 3.83546 0.151
H 6.17283 -3.81961 1.16402 0.067
H 0.28026 5.32079 -3.14402 0.056
H 4.47219 1.85359 0.51523 0.104
H -2.33614 8.08418 -1.88355 0.086
H -1.72511 8.51060 0.24986 0.143
H 3.76022 -3.04085 5.64523 0.113
H -3.44854 -0.79029 2.45095 0.116
H 3.29387 1.81507 -0.87848 0.092
H 0.24169 -2.11145 1.69016 0.034
H 7.89455 -3.48435 1.31011 0.093
H 0.10633 -6.79686 -4.60488 0.140
H -8.84263 0.57084 4.66063 0.115
H -1.66114 -2.56538 2.97239 0.108
H 1.87220 -6.63622 -5.03028 0.140
H -1.75146 0.30854 1.84605 0.014
```

Summary:
Net charge   +5
E   -68757.978 eV
LUMO energy   -0.3628 hartree
HOMO level   -19.40 eV

=====

(4)
A molecular structure, C49H71ClGeN7O3SeTeW, computed with wB97M-V/def2-TZVPD.

Structure (XYZ):
```
135
Properties=species:S:1:pos:R:3:lowdin_spin:R:1
W -0.21897 0.47298 0.32186 1.312
Te -1.87352 -0.88756 2.11914 -0.264
Se 0.10533 -1.30284 -1.58590 0.019
Ge -2.98873 1.46841 1.03978 -0.086
Cl 3.77018 -0.46192 -0.77103 0.000
O -1.48749 2.03743 -0.13442 0.013
O -2.04062 -0.25565 -0.43718 0.075
O -2.10396 2.30192 2.44665 -0.029
N 2.10715 -0.76410 -3.57671 0.000
N 2.71926 -2.41777 -2.29777 -0.001
N 1.31381 -0.68197 1.45647 0.004
N 3.42384 -1.86642 2.85742 0.013
N 1.68432 3.49041 2.66066 0.003
N 0.71011 1.84344 1.65929 0.005
N 2.49640 2.42301 2.89485 0.004
C -1.19998 4.24209 -1.08965 0.001
C 2.73797 -3.45924 -1.27683 0.002
C 2.48232 -4.85835 -1.82889 0.000
C 5.69147 -2.52481 -4.50616 -0.001
C 2.66489 2.00920 -0.49179 0.002
C -1.85937 3.55987 4.42955 0.000
C -2.72548 -2.69489 -0.93127 -0.002
C 0.30811 0.17343 4.62892 -0.003
C 4.91489 -2.94933 -3.45008 0.000
C -2.85069 3.10573 3.36994 -0.001
C -1.71357 -2.12230 6.83443 -0.024
C -2.81127 -2.06146 4.66429 -0.019
C 1.78464 -1.46830 -2.48647 0.005
C 1.41978 -2.02526 1.55136 0.008
C 2.47422 -2.59261 2.25425 -0.005
C -1.01522 1.48011 -5.83734 0.000
C 1.04094 -5.13802 -2.26092 0.000
C 5.28729 -1.47025 -5.34750 -0.001
C 4.05748 3.92696 0.13757 0.000
C -0.74435 -1.25183 6.35791 0.002
C -3.08920 -0.86242 -2.60463 0.003
C -3.99591 -2.49864 3.83798 -0.003
C -1.28356 2.22667 -2.61832 0.002
C 2.21263 0.04089 2.16243 0.014
C 0.55910 -0.48756 -5.45818 0.000
C 2.84746 3.37920 -0.25704 -0.002
C -2.74333 -2.49599 5.98139 0.002
C -4.40109 -0.94312 -0.51714 -0.003
C 5.16048 3.10189 0.29636 -0.001
C -3.45280 4.30860 2.65030 -0.004
C -1.81649 2.87082 -1.33752 0.012
C -0.03193 0.49591 -6.46083 0.000
C 1.31195 1.54460 -0.95283 0.001
C 4.09772 -0.80268 -5.15351 0.000
C 0.64406 -4.55267 -3.61448 0.000
C 5.03091 1.74883 0.02883 0.000
C 1.87550 1.45706 2.25705 0.006
C 3.71382 -2.27105 -3.25794 -0.001
C -1.77498 -1.22339 4.18818 -0.027
C -3.32968 3.02878 -1.45138 -0.010
C -1.64349 -2.64644 8.24040 -0.004
C 1.26739 0.19900 -4.29490 0.002
C 3.32134 -1.22641 -4.07745 0.000
C -0.75894 -0.78870 5.04887 -0.018
C 3.27729 -0.54664 2.83368 -0.005
C -3.02117 -1.19869 -1.11490 0.004
C 0.63877 3.16183 1.89355 0.011
C -3.95868 2.27696 4.02176 -0.001
C 3.80418 1.23463 -0.35823 -0.001
H -2.66706 4.93002 2.21614 0.000
H -4.03513 4.92925 3.32990 0.000
H -3.52765 -3.14269 6.35501 0.000
H 5.88355 1.08872 0.09220 0.000
H -3.62532 -3.24741 -1.19354 0.000
H -0.53493 -0.07717 -7.24060 0.000
H -3.54732 3.69489 -2.28587 0.000
H 1.38248 -4.80298 -4.37759 0.000
H 3.15677 -5.05577 -2.66613 0.000
H -2.11159 -0.89686 -3.07049 0.001
H -0.85499 -3.39521 8.32667 -0.002
H 6.11890 3.50638 0.58600 0.000
H -1.64283 4.70786 -0.20739 0.000
H -0.15792 3.81314 1.58410 0.000
H -2.36882 4.05250 5.25669 0.000
H -1.41122 -1.84862 8.94405 -0.001
H 1.92091 1.00326 -4.63812 0.000
H -0.27584 2.55673 -2.85987 0.000
H 0.42702 0.96623 5.36819 0.000
H 4.14366 4.99248 0.29747 0.000
H -3.53969 1.35814 4.43941 0.000
H -0.12343 4.17550 -0.94846 0.000
H -0.22563 -1.13624 -5.05436 0.000
H -4.45770 -1.23575 0.53082 0.000
H 1.27138 -0.33211 4.54971 -0.001
H 3.70823 -3.40624 -0.77490 0.000
H -3.76369 3.47947 -0.55584 -0.005
H -2.48289 -2.94390 0.10203 -0.003
H 0.35532 -4.78075 -1.48549 0.000
H -1.92278 2.49469 -3.45890 0.000
H -4.44310 2.82828 4.82554 0.000
H 0.66490 -2.62627 1.05739 -0.002
H -1.49462 2.09083 -6.59990 0.000
H -4.73804 2.00514 3.30393 -0.001
H -4.52997 -1.64640 3.41338 -0.001
H -3.70884 -3.15076 3.01108 -0.001
H -4.69776 0.10066 -0.60245 -0.003
H -4.69743 -3.04972 4.46117 0.000
H 0.74878 2.43913 -1.19922 0.005
H -1.80243 0.95321 -5.29152 0.000
H 2.55022 -3.67004 2.32226 0.000
H -1.93132 -3.05914 -1.56924 0.000
H -5.12888 -1.53371 -1.07042 0.000
H -1.38215 4.89493 -1.94338 0.000
H 6.63563 -3.01352 -4.69599 0.000
H -1.29040 1.14370 -2.52559 0.001
H 1.42717 0.95926 -1.86453 0.004
H -3.82218 2.07630 -1.64298 -0.002
H -1.31846 2.69992 4.82737 0.000
H 0.91471 -6.22042 -2.30778 0.000
H 3.99151 0.07365 3.35838 0.000
H 3.79107 0.00260 -5.80398 0.000
H 0.56107 0.62004 -3.58366 0.001
H 2.00421 4.04058 -0.41523 0.000
H 1.92632 4.39707 3.02874 0.000
H 5.92801 -1.17828 -6.16604 0.000
H -0.52225 2.16454 -5.14244 0.000
H 2.76546 -5.55273 -1.03431 0.000
H -3.72698 -1.58674 -3.10944 0.001
H 0.03918 -0.91315 7.02515 0.001
H -3.51546 0.12581 -2.76647 0.000
H -1.14073 4.27232 4.01569 0.000
H 0.05125 0.63925 3.67929 -0.001
H 0.77910 1.04017 -6.95259 0.000
H 0.53992 -3.46705 -3.59577 -0.001
H -4.12707 3.99333 1.84789 -0.003
H -0.31279 -4.95514 -3.94308 0.000
H 1.97273 -3.18908 -0.55981 0.002
H 5.22779 -3.76096 -2.81106 0.000
H 1.27686 -1.13428 -5.96745 0.000
H -2.57932 -3.11232 8.54028 0.000
```

Summary:
Net charge   +2
Multiplicity   2
Expectation value of S²   1.1682
E   -212030.975 eV
LUMO energy (alpha / beta)   -0.2606 / -0.2236 hartree
HOMO level (alpha / beta)   -12.51 / -12.63 eV

=====

(5)
A single C5H3NO2 molecule, computed with wB97M-V/def2-TZVPD.

Structure (XYZ):
```
11
Properties=species:S:1:pos:R:3:nbo_charge:R:1
O 0.91993 -0.27135 -2.30704 -0.451
O 0.64826 -1.81741 0.20319 -0.420
N -0.70257 1.41306 0.29422 -0.333
C -0.48218 -0.39049 1.84036 -0.338
C -0.91938 0.88428 1.65944 0.019
C 0.33987 0.58880 -1.71883 0.362
C -0.08659 0.47302 -0.34225 0.067
C 0.15428 -0.78317 0.55724 0.493
H -1.23828 1.66996 2.31783 0.220
H 0.15369 1.49731 -2.25760 0.133
H -0.57890 -0.98330 2.73536 0.247
```

Summary:
E   -10816.248 eV
LUMO energy   -0.0695 hartree
HOMO level   -9.93 eV

=====

What did we get for relative energy (zero: lowest compared OMol25 entry of this formula, charge and spin)? Answer: 120.2, 61.3, 147.2, 19.0, 26.9 kcal per mole, in the order shown.